{"formula": "C32H48BF3N8O7S4SiTi", "method": "ωB97M-V/def2-TZVPD", "symbols": ["Ti", "N", "C", "C", "C", "C", "C", "C", "S", "O", "O", "N", "C", "N", "C", "C", "C", "N", "H", "H", "H", "H", "H", "H", "H", "H", "H", "C", "N", "C", "C", "N", "B", "N", "C", "C", "N", "C", "C", "S", "C", "S", "H", "H", "H", "H", "H", "H", "H", "H", "H", "H", "H", "H", "C", "C", "C", "C", "O", "Si", "S", "O", "C", "C", "C", "C", "O", "C", "C", "C", "C", "H", "H", "H", "H", "H", "H", "H", "H", "H", "H", "H", "H", "H", "H", "H", "H", "H", "H", "H", "H", "H", "H", "H", "H", "H", "H", "H", "F", "C", "F", "F", "C", "O", "O"], "xyz": [[0.54, 1.50, 0.08], [6.66, -3.57, 1.97], [5.88, -2.41, 1.98], [4.55, -2.44, 1.54], [3.76, -1.31, 1.62], [4.29, -0.14, 2.13], [5.60, -0.08, 2.56], [6.40, -1.21, 2.49], [3.24, 1.27, 2.35], [4.05, 2.44, 2.50], [2.34, 0.92, 3.40], [2.35, 1.33, 0.96], [3.03, 1.50, -0.22], [2.18, 1.64, -1.26], [2.69, 1.80, -2.46], [4.05, 1.83, -2.67], [4.85, 1.68, -1.55], [4.37, 1.51, -0.33], [6.36, -4.28, 1.32], [7.65, -3.42, 1.97], [4.15, -3.37, 1.14], [2.73, -1.33, 1.27], [5.99, 0.86, 2.94], [7.43, -1.18, 2.83], [1.99, 1.90, -3.27], [4.46, 1.97, -3.66], [5.94, 1.70, -1.62], [-2.38, 5.07, 0.37], [-2.33, 4.40, 1.65], [-3.39, 4.26, 2.53], [-2.90, 3.63, 3.62], [-1.56, 3.39, 3.42], [-0.60, 2.90, 4.54], [-0.40, 1.34, 4.48], [0.05, 0.65, 5.60], [0.30, -0.62, 5.24], [0.01, -0.72, 3.90], [0.16, -1.91, 3.08], [-0.40, 0.49, 3.45], [-1.06, 0.68, 1.86], [-1.21, 3.87, 2.21], [0.31, 3.84, 1.44], [-3.31, 5.62, 0.30], [-2.32, 4.36, -0.45], [-1.53, 5.75, 0.29], [-4.39, 4.60, 2.30], [-3.40, 3.31, 4.52], [0.47, 3.44, 4.41], [-1.14, 3.15, 5.60], [0.15, 1.15, 6.55], [0.68, -1.45, 5.81], [0.89, -2.56, 3.55], [0.49, -1.62, 2.09], [-0.79, -2.42, 2.97], [-4.49, -1.12, -0.59], [-3.65, 0.06, -1.07], [-3.95, 0.37, -2.53], [-3.95, 1.29, -0.21], [-2.24, -0.17, -0.91], [-1.27, -1.44, -1.25], [0.68, -0.89, -0.69], [-1.84, -2.75, -0.44], [-1.59, -4.15, -0.58], [-2.58, -4.71, -1.60], [-0.15, -4.43, -1.01], [-1.84, -4.76, 0.80], [-1.39, -1.87, -2.85], [-0.78, -1.36, -4.04], [-1.71, -1.73, -5.18], [-0.60, 0.16, -3.97], [0.58, -2.04, -4.22], [-5.54, -0.84, -0.57], [-4.17, -1.42, 0.41], [-4.36, -1.98, -1.26], [-5.02, 0.56, -2.67], [-3.67, -0.49, -3.15], [-3.38, 1.25, -2.86], [-4.97, 1.64, -0.38], [-3.25, 2.09, -0.48], [-3.81, 1.06, 0.84], [-2.48, -4.16, -2.53], [-3.60, -4.61, -1.23], [-2.38, -5.77, -1.78], [0.00, -4.13, -2.05], [0.07, -5.49, -0.91], [0.54, -3.85, -0.40], [-2.82, -4.44, 1.17], [-1.07, -4.42, 1.50], [-1.82, -5.85, 0.74], [-2.67, -1.21, -5.07], [-1.89, -2.81, -5.18], [-1.27, -1.44, -6.14], [-1.56, 0.66, -3.82], [-0.16, 0.52, -4.90], [0.06, 0.41, -3.14], [0.45, -3.11, -4.37], [1.18, -1.87, -3.32], [1.10, -1.62, -5.09], [1.46, 4.27, -1.74], [0.32, 4.34, -2.43], [-0.25, 5.52, -2.19], [0.65, 4.31, -3.74], [-0.71, 3.19, -2.16], [-1.64, 3.19, -2.91], [-0.49, 2.35, -1.20]], "total_charge": -1, "energy_ha": -5269.63925, "homo_ev": [-4.82, -4.98], "spin_multiplicity": 2, "gap_ev": [7.1906, 7.3553]}